# 1
46
Properties=species:S:1:pos:R:3:forces:R:3:mulliken_charge:R:1 method="wB97M-V/def2-TZVPD" e_above_lowest_kj_mol=141.5 fmax_ev_per_a=1.6 smiles="COc1ccc(NC(=O)Cn2cc(C(=O)c3ccco3)c3ccccc32)cc1" total_charge=0 total_energy_ha=-1259.62359
C 1.83255 7.95711 0.03080 -0.2 0.1 0.0 -0.82
O 2.91611 7.06837 -0.09968 0.2 -0.2 0.0 -0.44
C 2.65777 5.73391 -0.16359 0.0 -0.2 0.0 0.63
C 1.39383 5.15758 -0.10789 0.2 0.4 0.0 -0.40
C 1.24268 3.78352 -0.18141 0.0 -0.3 0.0 -0.59
C 2.35308 2.96152 -0.31158 -0.2 0.4 0.1 0.43
N 2.26444 1.56070 -0.39320 0.4 -0.1 -0.1 -0.07
C 1.15977 0.77658 -0.31316 0.3 -0.4 -0.1 1.00
O 0.02614 1.15776 -0.15953 -0.2 0.1 0.0 -0.63
C 1.51230 -0.72434 -0.43058 -0.2 0.2 0.0 -1.76
N 0.32878 -1.52079 -0.53249 0.2 0.0 0.1 0.50
C -0.28073 -2.16481 0.49020 -0.3 -0.3 0.2 -0.25
C -1.43649 -2.77896 0.05872 0.2 0.2 -0.2 -0.12
C -2.38656 -3.59393 0.79673 0.2 0.1 0.0 0.84
O -3.35204 -4.12307 0.26245 0.2 0.1 0.2 -0.72
C -2.18667 -3.79378 2.24192 -1.2 -0.9 0.5 -0.01
C -2.99042 -4.52185 3.08866 0.4 0.4 -0.7 -0.33
C -2.41412 -4.42529 4.37018 0.5 0.3 0.1 -0.56
C -1.30386 -3.64882 4.21827 -0.4 -0.4 0.6 -0.46
O -1.15681 -3.26435 2.94468 0.3 0.3 -0.3 -0.24
C -1.55071 -2.46297 -1.34176 0.3 0.2 0.0 0.14
C -2.48473 -2.77907 -2.32380 0.0 0.0 -0.1 -0.42
C -2.28436 -2.28892 -3.59643 -0.1 -0.1 -0.1 -0.67
C -1.18006 -1.49299 -3.90544 0.1 0.1 -0.1 -0.65
C -0.23998 -1.16736 -2.94953 0.1 0.1 0.0 -0.78
C -0.43556 -1.66180 -1.66767 -0.6 -0.3 -0.3 0.38
C 3.62140 3.53748 -0.36888 -0.2 0.0 0.0 -0.61
C 3.77274 4.90347 -0.29576 -0.1 0.2 0.0 -0.65
H 1.15067 7.88758 -0.82269 0.0 0.0 0.0 0.34
H 1.27624 7.77962 0.95670 0.0 0.0 0.0 0.33
H 2.27130 8.95315 0.06030 -0.1 -0.1 0.0 0.23
H 0.50953 5.76587 -0.00719 -0.1 0.1 0.0 0.38
H 0.25811 3.34999 -0.13678 0.0 0.0 0.0 0.51
H 3.15671 1.09943 -0.50819 -0.2 -0.1 0.0 0.20
H 2.07140 -1.02329 0.46184 0.0 0.0 -0.1 0.41
H 2.13954 -0.88602 -1.31393 0.0 0.0 0.1 0.43
H 0.15725 -2.15670 1.46901 0.1 0.0 0.1 0.63
H -3.87695 -5.04975 2.80455 -0.2 -0.1 -0.1 0.55
H -2.77110 -4.86778 5.27735 0.0 -0.1 0.2 0.45
H -0.56557 -3.31254 4.92051 0.1 0.1 0.0 0.46
H -3.33687 -3.39095 -2.07704 -0.1 0.0 0.0 0.52
H -2.99609 -2.51877 -4.37558 -0.1 0.0 -0.1 0.39
H -1.06152 -1.12199 -4.91295 0.0 0.0 -0.1 0.40
H 0.60520 -0.54047 -3.19395 0.1 0.1 0.0 0.33
H 4.49461 2.90813 -0.47138 0.1 -0.1 0.0 0.30
H 4.74989 5.35696 -0.33885 0.1 0.0 0.0 0.42


# 2
48
Properties=species:S:1:pos:R:3:forces:R:3:mulliken_charge:R:1 method="wB97M-V/def2-TZVPD" e_above_lowest_kj_mol=0.0 fmax_ev_per_a=7.0 smiles="CC[C@@]1(O)CC(=O)c2c(cc3c(c2O)C(=O)c2c(O)cccc2C3=O)[C@H]1C(=O)OC" total_charge=0 total_energy_ha=-1451.00187
C 0.56383 1.37219 -5.70399 -2.6 0.7 0.0 -1.32
C 0.97310 0.52185 -4.53051 1.2 0.3 1.3 -0.93
C 0.59241 0.94303 -3.03996 -0.1 0.7 -2.0 0.40
O 1.21962 2.23978 -2.89786 0.0 -0.1 0.7 -0.63
C -0.93791 1.03172 -2.89275 1.6 -1.0 0.0 -1.21
C -1.20281 1.62688 -1.57507 -3.4 5.6 -2.5 0.46
O -1.78872 2.76439 -1.65229 1.7 -3.3 1.0 -0.65
C -0.69961 1.06667 -0.36598 0.4 -0.2 -1.1 0.78
C 0.47966 0.34272 -0.47579 1.4 -0.3 -0.1 0.14
C 1.08162 -0.03853 0.72708 0.1 -0.9 -1.6 -1.29
C 0.37602 0.08228 1.91719 2.6 -1.4 1.1 -0.06
C -0.80992 0.71422 1.96833 -2.6 1.2 1.0 0.78
C -1.33919 1.30157 0.82323 -2.1 1.3 0.9 -0.31
O -2.48148 2.10025 0.82826 0.8 -1.5 0.0 -0.57
C -1.58305 0.81062 3.24544 1.4 -1.1 0.8 1.13
O -2.50142 1.59332 3.40386 -0.8 0.5 -0.4 -0.91
C -1.17974 -0.08042 4.39015 -1.2 0.5 -0.4 0.01
C -2.01276 -0.14540 5.56270 -1.3 2.7 -2.2 0.36
O -3.13486 0.61730 5.65019 0.5 -0.2 -0.5 -0.68
C -1.62771 -0.82025 6.64146 -1.5 -1.5 2.9 -0.41
C -0.49915 -1.54981 6.59140 0.1 1.1 -0.8 -0.49
C 0.32840 -1.52576 5.51799 1.7 -0.6 -1.0 -0.72
C -0.00174 -0.79577 4.32023 0.3 -0.5 2.9 0.26
C 0.92431 -0.59130 3.20537 -0.6 -0.8 -1.9 0.23
O 1.98482 -1.14837 3.16575 1.0 0.1 0.2 -0.59
C 1.21383 0.03641 -1.87589 0.5 0.6 -0.4 0.58
C 1.18657 -1.49890 -2.21561 -2.5 -1.7 0.5 0.27
O 0.09467 -2.06239 -2.10089 2.2 0.9 -0.7 -0.57
O 2.34084 -2.20765 -2.51308 -0.1 1.4 -1.0 -0.31
C 2.36191 -3.29589 -3.50709 -2.2 -1.1 1.3 -0.72
H 0.64052 2.44166 -5.42000 0.3 -0.5 -0.7 0.28
H 1.17485 1.08457 -6.58603 -0.5 0.5 0.6 0.41
H -0.55596 1.20464 -5.94396 1.7 0.3 0.1 0.26
H 0.72384 -0.47047 -4.80149 -0.3 -1.4 0.3 0.38
H 2.05304 0.61956 -4.55703 0.5 -0.4 0.4 0.43
H 0.69538 2.99599 -3.22472 -0.1 -0.9 0.2 0.43
H -1.17444 -0.00188 -2.91169 -0.8 -1.2 0.0 0.50
H -1.43704 1.53536 -3.72113 0.2 0.2 0.4 0.44
H 2.00172 -0.59114 0.53860 0.0 0.1 1.1 0.57
H -3.09604 1.85424 1.55969 1.1 0.3 -0.3 0.33
H -3.11859 1.19659 4.84194 -0.3 -0.3 0.5 0.44
H -2.15020 -0.92894 7.62875 -0.1 0.9 -1.4 0.32
H -0.22374 -1.85553 7.53529 1.2 -1.6 1.5 0.41
H 1.23586 -2.06808 5.82213 0.1 0.4 -1.6 0.32
H 2.27509 0.37399 -1.91175 -0.6 -0.2 0.7 0.56
H 1.83801 -3.09584 -4.41851 -1.3 0.8 -0.1 0.29
H 3.30367 -3.45562 -3.98029 1.4 0.0 1.1 0.34
H 1.89248 -4.24384 -3.06168 1.0 1.4 -0.6 0.28


# 3
50
Properties=species:S:1:pos:R:3:forces:R:3:mulliken_charge:R:1 method="wB97M-V/def2-TZVPD" fmax_ev_per_a=4.1 total_charge=-1 total_energy_ha=-2560.63171
Al 11.45272 9.49240 10.26438 0.3 2.2 0.5 0.27
C 6.18870 7.63309 9.72489 -2.8 0.0 0.8 -0.27
C 6.48085 8.35504 10.87500 0.6 -0.2 0.6 -0.71
C 7.68709 9.04749 10.92816 0.2 0.3 -0.9 -0.07
C 8.44721 9.21036 9.74299 -0.9 0.5 -0.3 -1.19
C 7.99512 8.60760 8.53443 1.7 0.3 0.9 0.15
C 6.90730 7.79092 8.57296 -1.5 -1.8 -1.9 -0.71
N 9.53787 10.10117 9.79715 0.4 0.1 -0.8 0.50
C 9.41308 11.37891 9.22684 0.7 0.6 0.1 0.73
C 8.30966 12.04584 8.60232 0.9 -0.2 0.7 -0.94
C 8.27766 13.48029 8.51088 -0.3 -1.1 0.1 -0.46
C 9.40512 14.25092 8.73293 1.6 0.8 -1.1 -0.55
C 10.59751 13.55495 9.19186 -2.2 1.8 -1.6 -0.40
C 10.58039 12.21568 9.44441 -0.5 0.3 0.7 0.17
N 11.56796 11.62898 10.21027 -0.6 -3.6 -1.9 0.98
N 12.07433 12.21636 11.22486 0.1 0.7 2.7 -1.26
C 12.03914 11.37260 12.33507 1.9 2.2 -1.8 0.63
C 12.61430 11.90806 13.55090 -1.7 -3.4 1.2 -0.85
C 12.38082 11.12723 14.71800 -0.2 1.1 -1.7 -0.26
C 11.67938 9.92827 14.55387 -0.3 -0.6 -2.0 -0.90
C 11.38942 9.41837 13.28828 0.2 1.6 -0.2 -0.18
N 11.54037 10.13808 12.13768 -0.2 -1.0 2.9 0.22
H 5.19566 7.09922 9.67923 1.3 0.4 0.1 0.27
H 5.79207 8.37611 11.73347 0.4 -0.3 -0.4 0.35
H 8.05851 9.56103 11.81430 -0.3 -0.1 -0.1 0.42
H 8.62204 8.65100 7.65053 -0.1 0.4 0.0 0.57
H 6.47038 7.20956 7.67556 1.2 1.2 1.2 0.21
H 7.55212 11.39257 8.17724 -0.5 0.4 0.5 0.39
H 7.31181 13.98706 8.38397 0.4 -0.4 -0.7 0.32
H 9.45006 15.35529 8.24184 -0.1 -2.6 1.9 0.16
H 11.50114 14.11003 9.28215 0.6 0.2 0.4 0.46
H 13.14112 12.81006 13.44497 0.5 1.0 0.2 0.53
H 12.59879 11.33101 15.76422 0.4 0.7 -0.4 0.35
H 11.28352 9.39243 15.36378 0.0 -0.8 1.2 0.43
H 10.99423 8.44566 13.12543 -0.4 -0.7 0.3 0.42
C 10.36040 5.00850 9.15552 1.0 -0.3 0.8 -1.29
C 10.89524 6.42299 9.19777 0.8 1.6 -0.2 0.77
S 11.14505 7.16515 10.72720 -0.5 -0.5 0.1 -0.54
C 11.28977 7.17468 8.05896 -1.5 0.8 -0.6 0.30
C 11.02381 6.63300 6.65085 -0.1 -2.4 0.3 -1.20
S 11.73387 8.85846 8.06422 -0.1 -1.7 -0.6 -0.24
H 10.71790 4.53038 10.09873 -0.6 0.3 -0.5 0.36
H 10.89975 4.43574 8.37637 -0.8 0.3 0.1 0.44
H 9.24653 4.94752 9.12271 0.9 0.1 -0.3 0.19
H 11.09566 5.48405 6.71420 0.0 1.6 -0.3 0.29
H 11.83642 6.94569 5.98762 -0.5 0.2 -0.1 0.40
H 9.98426 6.78824 6.21280 1.3 0.4 0.7 0.19
S 15.88780 8.85533 9.14381 0.1 0.2 0.4 -0.48
C 14.58625 9.27755 10.02280 -2.0 -0.1 0.2 0.42
N 13.53848 9.50009 10.54526 1.3 -0.5 -1.1 -0.42